Below is a structure of composition C24H28F8GaINO24, with properties calculated with wB97M-V/def2-TZVPD.

```
87
Properties=species:S:1:pos:R:3:mulliken_charge:R:1
N 0.257 -1.008 5.430 -0.372
Ga 0.029 -2.537 4.261 0.045
I 1.603 -2.174 2.139 -0.535
H -0.641 -0.805 5.865 0.199
H 0.464 -0.192 4.852 0.079
H -1.464 -2.707 3.759 -0.151
H 0.549 -3.875 4.965 -0.229
C -0.642 -0.958 -0.675 0.372
C -0.366 -1.636 -1.997 0.396
O -1.441 -1.182 -2.811 -0.367
C -1.848 0.014 -2.326 0.699
O -2.531 0.781 -2.941 -0.561
O -1.346 0.231 -1.105 -0.304
F -0.403 -2.986 -1.927 -0.285
H -1.298 -1.562 -0.046 0.320
H 0.254 -0.699 -0.125 -0.485
H 0.568 -1.336 -2.473 0.191
C -3.053 -6.644 2.657 -0.421
C -2.721 -6.835 1.196 0.682
O -3.013 -5.565 0.651 -0.336
C -2.875 -4.631 1.650 0.648
O -2.831 -3.461 1.476 -0.451
O -2.807 -5.252 2.855 -0.268
F -3.505 -7.772 0.601 -0.317
H -4.110 -6.855 2.839 0.259
H -2.434 -7.233 3.330 0.298
H -1.681 -7.071 1.005 -0.073
C 2.035 3.233 1.118 -0.239
C 1.091 2.052 1.108 0.279
O 1.172 1.566 2.433 -0.120
C 1.585 2.586 3.233 0.484
O 1.590 2.548 4.421 -0.508
O 1.988 3.644 2.488 -0.352
F 1.505 1.105 0.238 -0.281
H 3.049 2.921 0.868 0.214
H 1.722 4.036 0.456 0.255
H 0.051 2.308 0.894 0.267
C 3.142 3.609 -4.217 -0.383
C 3.714 3.443 -2.825 0.297
O 2.620 2.878 -2.122 -0.162
C 1.849 2.197 -3.024 0.513
O 0.992 1.423 -2.757 -0.469
O 2.204 2.535 -4.279 -0.309
F 4.033 4.628 -2.252 -0.299
H 2.613 4.556 -4.310 0.245
H 3.870 3.512 -5.017 0.295
H 4.576 2.778 -2.749 0.279
C -4.016 3.529 -3.231 -0.125
C -3.483 3.501 -4.645 0.322
O -3.752 4.813 -5.111 -0.307
C -3.819 5.642 -4.025 0.601
O -3.830 6.826 -4.088 -0.532
O -3.858 4.914 -2.889 -0.332
F -4.116 2.617 -5.449 -0.344
H -5.073 3.262 -3.199 0.259
H -3.445 2.890 -2.563 0.101
H -2.408 3.314 -4.700 0.293
C -2.110 5.272 -7.432 -0.441
C -1.653 3.827 -7.483 0.642
O -0.321 3.912 -7.007 -0.351
C -0.222 5.018 -6.221 0.687
O 0.683 5.253 -5.488 -0.503
O -1.312 5.799 -6.370 -0.342
F -1.647 3.328 -8.739 -0.310
H -1.856 5.784 -8.362 0.342
H -3.164 5.397 -7.207 0.286
H -2.215 3.147 -6.841 0.039
C 2.813 -7.333 0.523 -0.413
C 1.780 -6.521 1.276 0.395
O 1.366 -7.428 2.285 -0.249
C 2.384 -8.299 2.522 0.582
O 2.442 -9.049 3.438 -0.518
O 3.321 -8.193 1.544 -0.336
F 0.719 -6.210 0.496 -0.264
H 2.338 -7.934 -0.254 0.272
H 3.613 -6.734 0.097 0.288
H 2.160 -5.608 1.726 0.207
C 1.644 1.843 7.463 -0.187
C 2.614 0.679 7.437 0.397
O 2.851 0.464 8.832 -0.365
C 1.776 0.912 9.520 0.593
O 1.564 0.693 10.672 -0.544
O 0.979 1.654 8.719 -0.350
F 3.794 1.010 6.846 -0.310
H 2.187 2.790 7.482 0.301
H 0.936 1.843 6.643 0.162
H 2.222 -0.234 6.979 0.315
```

For the HOMO energy, the calculation gives -5.24 eV. The value obtained for the HOMO-LUMO gap is 6.980 eV. The calculation puts the LUMO energy at 1.7 eV. Its charge is -1.


Below is a structure of composition C24H28HgN10O5Se, with properties calculated with wB97M-V/def2-TZVPD.

```
69
Properties=species:S:1:pos:R:3:mulliken_charge:R:1
Hg 0.091 -0.333 -0.141 2.646
C -2.489 -2.558 2.969 -1.611
C -1.826 -1.394 2.251 0.918
O -0.702 -1.660 1.714 -0.707
C -2.475 -0.173 2.288 -1.200
C -2.008 1.095 1.813 0.946
C -2.811 2.311 2.200 -1.413
N -0.933 1.244 1.099 0.059
N -0.568 2.551 0.817 -0.650
C 0.409 2.643 -0.043 0.378
O 1.026 1.715 -0.662 -0.911
C 0.875 4.041 -0.323 0.248
C 2.118 4.236 -0.914 -0.371
C 2.577 5.519 -1.178 -0.661
C 1.791 6.620 -0.866 -0.376
C 0.542 6.428 -0.287 -0.647
C 0.088 5.147 -0.015 -0.362
H -2.295 -3.481 2.420 0.327
H -3.565 -2.419 3.080 0.351
H -2.054 -2.666 3.965 0.405
H -3.428 -0.156 2.801 0.139
H -3.711 2.019 2.739 0.383
H -3.077 2.880 1.310 0.294
H -2.209 2.974 2.822 0.292
H 2.709 3.365 -1.162 0.421
H 3.552 5.660 -1.630 0.378
H 2.147 7.621 -1.075 0.364
H -0.078 7.283 -0.046 0.370
H -0.875 4.980 0.444 0.458
C -4.266 -3.056 -0.438 -0.596
O -3.007 -3.723 -0.336 -0.455
C -1.951 -2.933 -0.649 0.324
O -2.063 -1.812 -1.076 -0.377
N -0.794 -3.626 -0.472 -0.465
N 0.401 -2.902 -0.385 -0.081
H -5.014 -3.808 -0.200 0.236
H -4.416 -2.666 -1.443 0.256
H -4.311 -2.229 0.271 0.225
H -0.878 -4.470 0.082 0.308
H 1.163 -3.358 -0.883 0.353
H 0.663 -2.794 0.594 0.298
Se 4.914 -3.615 -1.402 -0.044
N 5.930 -2.319 -0.653 -0.946
C 5.076 -1.486 -0.045 0.606
C 5.438 -0.334 0.666 -0.518
C 4.433 0.440 1.227 -0.906
C 3.105 0.072 1.065 -0.360
N 2.694 -1.015 0.399 -0.025
C 3.654 -1.806 -0.138 0.363
N 3.348 -2.921 -0.807 -0.569
H 6.484 -0.070 0.755 0.405
H 4.664 1.339 1.781 0.409
H 2.323 0.694 1.484 0.451
C -2.009 2.005 -4.673 -0.961
N -0.974 1.049 -4.331 0.281
C -0.073 0.610 -5.234 -0.102
C 0.915 -0.236 -4.889 -1.261
C 0.968 -0.641 -3.512 0.606
N 0.080 -0.229 -2.631 0.358
C -0.904 0.651 -2.977 -0.294
O -1.712 1.107 -2.199 -0.551
N 1.936 -1.466 -3.112 -0.249
H -2.009 2.147 -5.753 0.322
H -1.827 2.956 -4.173 0.292
H -2.977 1.633 -4.343 0.275
H -0.191 0.979 -6.244 0.315
H 1.636 -0.586 -5.611 0.406
H 2.685 -1.731 -3.726 0.240
H 2.025 -1.722 -2.137 -0.033
```

For the HOMO energy (spin up / spin down), the calculation gives -2.87 / -3.90 eV. The value obtained for the HOMO-LUMO gap (spin up / spin down) is 5.319 / 6.343 eV. As for the spin multiplicity: 2. Its expectation value of S² is 0.7779. The calculation puts the LUMO energy (spin up / spin down) at 2.5 / 2.4 eV. Its charge is -1.


Below is a structure of composition C24H28INO2PtS4, with properties calculated with wB97M-V/def2-TZVPD.

```
61
Properties=species:S:1:pos:R:3:mulliken_charge:R:1
Pt 0.825 0.014 1.392 1.564
C 3.393 2.382 -0.007 -0.617
N 2.390 2.887 -0.997 0.185
C 2.840 2.638 -2.390 -0.595
C 1.014 2.288 -0.764 -1.305
C 0.451 2.770 0.541 0.656
C -0.001 4.084 0.648 -0.510
C -0.522 4.562 1.835 -0.899
C -0.595 3.703 2.927 -0.585
C -0.159 2.395 2.834 -0.443
C 0.364 1.894 1.636 0.205
H 4.337 2.886 -0.200 0.369
H 3.469 1.306 -0.140 0.190
H 3.033 2.603 0.993 0.274
H 2.294 3.888 -0.834 0.419
H 2.877 1.557 -2.519 0.199
H 3.829 3.069 -2.528 0.365
H 2.129 3.087 -3.080 0.336
H 1.159 1.209 -0.773 0.105
H 0.414 2.581 -1.628 0.461
H 0.033 4.734 -0.224 0.413
H -0.876 5.582 1.909 0.406
H -1.005 4.059 3.865 0.410
H -0.221 1.738 3.691 0.427
C 2.857 -2.307 -3.349 -0.915
S 3.292 -1.675 -1.722 0.249
C 2.186 -2.734 -0.763 -0.423
O 2.715 -0.296 -1.662 -0.477
H 1.788 -2.158 -3.499 0.146
H 3.113 -3.365 -3.410 0.427
H 3.434 -1.743 -4.080 0.364
H 2.774 -3.420 -0.155 0.466
H 1.485 -3.271 -1.398 0.284
H 1.624 -2.059 -0.122 -0.297
I 2.851 0.245 2.953 -0.549
O -0.461 -0.627 -0.008 -0.921
C -1.614 -1.373 0.264 3.379
C -1.273 -2.491 1.236 -0.675
C -1.113 -2.373 2.586 -0.365
C -0.583 -3.545 3.187 -0.877
C -0.353 -4.532 2.279 -0.573
S -0.786 -4.050 0.696 -0.031
C -2.720 -0.489 0.829 -0.572
C -2.758 0.871 0.802 -0.867
C -3.944 1.407 1.372 -0.826
C -4.789 0.440 1.819 -0.594
S -4.144 -1.125 1.557 -0.071
C -2.061 -1.940 -1.075 -0.766
C -3.083 -2.790 -1.373 -0.442
C -3.176 -3.074 -2.763 -0.750
C -2.219 -2.427 -3.484 -0.604
S -1.204 -1.476 -2.486 -0.089
H -1.353 -1.464 3.120 0.552
H -0.385 -3.645 4.245 0.421
H 0.026 -5.525 2.464 0.455
H -1.959 1.460 0.380 0.663
H -4.152 2.465 1.453 0.414
H -5.748 0.561 2.297 0.474
H -3.749 -3.202 -0.627 0.482
H -3.920 -3.726 -3.198 0.409
H -2.066 -2.463 -4.552 0.467
```

For the HOMO energy, the calculation gives -7.50 eV. The value obtained for the HOMO-LUMO gap is 7.602 eV. The calculation puts the LUMO energy at 0.1 eV.